Run w
Here is C6H13N3 in the gas phase from the OMol25 dataset. Energies are from wB97M-V/def2-TZVPD.

```
22
C6H13N3, DFT wB97M-V/def2-TZVPD
C -2.32301 -0.19719 1.26020
C -0.00129 1.73562 -0.96559
N -1.11192 0.59325 1.11067
C 0.19318 -0.81720 -0.40322
C -0.15519 0.42370 -0.28789
N -0.49703 0.91844 2.31754
N 0.07039 -1.94459 0.34391
C 1.26380 -0.89091 -1.80624
C 2.47919 -0.34953 -1.84757
H -0.00787 1.80598 2.23113
H 0.17457 0.19698 2.59673
H 0.35621 -2.81866 -0.08006
H 0.45607 -1.81860 1.27554
H 0.94719 -1.60292 -2.56814
H -3.06559 0.35859 1.84697
H -2.76490 -0.39834 0.28039
H -2.15451 -1.14559 1.79172
H -0.04991 1.62625 -2.05169
H -0.79523 2.41376 -0.64028
H 0.95970 2.18915 -0.70815
H 3.21146 -0.63861 -2.60057
H 2.81469 0.36043 -1.09541
```

Values from the calculation:
LUMO: 0.90 eV
HOMO level: -7.5 eV
Gap between HOMO and LUMO: 0.311 Eh
Charge: 0
Molecular weight: 127.2 Da
SMILES: C=C/C(N)=C(\C)N(C)N

Run x
Here is C6H13N3 in the gas phase from the OMol25 dataset. Energies are from wB97M-V/def2-TZVPD.

```
22
C6H13N3, DFT wB97M-V/def2-TZVPD
C -2.07578 -1.56376 0.49584
C -1.95190 0.63608 -0.46758
C -0.28735 2.32067 0.19542
C 0.88920 -1.25439 -0.62568
C 2.24393 -1.00243 0.01380
C 1.88586 0.48595 0.10793
H -1.22217 -1.35208 1.17175
H -2.88714 -1.88774 1.13257
H -1.90378 -2.49862 -0.08618
H -2.46233 1.54965 -0.91918
H 0.56700 2.68757 -0.37943
H -1.18236 2.90498 -0.04916
H -0.00260 2.38554 1.27666
H 0.26451 -2.17937 -0.47371
H 0.98673 -1.05595 -1.71313
H 2.28834 -1.41243 1.04121
H 3.14843 -1.31017 -0.50029
H 2.20853 0.96856 1.02990
H 2.23624 1.07695 -0.73939
N -2.61069 -0.46118 -0.30686
N -0.58626 0.92369 -0.22768
N 0.45360 0.03847 0.02317
```

Values from the calculation:
LUMO: 0.91 eV
HOMO level: -7.0 eV
Gap between HOMO and LUMO: 0.292 Eh
Charge: 0
Molecular weight: 127.2 Da
SMILES: C/N=C\N(C)N1CCC1

The structure with the least stability is run w.

Run w
Here is 3 unconnected molecules or ions with the total composition C4H12NO2 from the OMol25 dataset. Energies are from wB97M-V/def2-TZVPD.

```
19
C4H12NO2, DFT wB97M-V/def2-TZVPD
C -0.63468 1.16656 -1.04623
C -0.33633 0.34029 0.15138
C 0.83168 -0.07440 0.60334
N 0.90911 -0.87310 1.82444
C 0.55496 -2.07882 1.89401
H -1.32248 1.94968 -0.74198
H 0.21260 1.64890 -1.50739
H -1.16455 0.56276 -1.78264
H -1.23368 0.04416 0.70899
H 1.81026 0.15957 0.21559
H 1.40848 -0.38443 2.58370
H 0.63148 -2.63836 2.80998
H 0.12412 -2.61154 1.05148
H 2.89260 0.44757 4.17647
H 1.58094 0.51507 4.93194
O 1.93547 0.43253 4.03501
H -3.62440 1.16896 -6.43627
H -2.88058 -0.18086 -6.60197
O -2.78175 0.76824 -6.70575
```

Values from the calculation:
LUMO: -4.52 eV
HOMO level: -13.2 eV
Gap between HOMO and LUMO: 0.319 Eh
Charge: +1
Molecular weight: 106.1 Da

Run x
Here is 2 unconnected molecules or ions with the total composition C4H12NO2 from the OMol25 dataset. Energies are from wB97M-V/def2-TZVPD.

```
19
C4H12NO2, DFT wB97M-V/def2-TZVPD
C -0.21230 -1.25357 -1.37768
N -1.18573 -0.60527 -0.45938
C -2.13728 -1.55675 0.17814
H 0.41479 -0.49033 -1.83043
H 0.38801 -1.95543 -0.81212
H -0.74969 -1.77600 -2.16387
H -1.71699 0.09048 -0.98088
H -0.65610 -0.11456 0.29197
H -2.73021 -2.05091 -0.58271
H -2.76868 -1.01612 0.87347
H -1.56223 -2.30419 0.71661
O 0.46576 0.55910 1.45628
C 1.08763 1.44575 0.90112
O 0.45538 2.48681 0.32739
C 2.56840 1.50073 0.74701
H -0.44544 2.52253 0.68409
H 3.04074 0.82795 1.45282
H 2.94229 2.51747 0.84767
H 2.80165 1.17233 -0.26950
```

Values from the calculation:
LUMO: -3.22 eV
HOMO level: -15.0 eV
Gap between HOMO and LUMO: 0.433 Eh
Charge: +1
Molecular weight: 106.1 Da

Run y
Here is 2 unconnected molecules or ions with the total composition C4H12NO2 from the OMol25 dataset. Energies are from wB97M-V/def2-TZVPD.

```
19
C4H12NO2, DFT wB97M-V/def2-TZVPD
O -0.06875 0.17396 2.29433
C 1.06251 0.23475 2.73790
C 2.23077 0.75581 1.97487
H 1.22326 -0.10915 3.76914
H 2.96610 1.17810 2.65216
H 1.90857 1.50936 1.26223
H 2.73963 -0.07047 1.48510
C -0.59236 -0.64270 -2.21020
O -1.00406 -1.82251 -2.85483
C -1.48395 -0.54679 -0.98997
N -1.11012 0.65736 -0.15562
H -0.71612 0.23648 -2.85194
H 0.46223 -0.71236 -1.90693
H -0.61825 -1.86596 -3.73558
H -2.52432 -0.43702 -1.28071
H -1.38596 -1.42443 -0.36236
H -1.94389 1.12553 0.19479
H -0.60635 1.34677 -0.71827
H -0.53892 0.41326 0.69591
```

Values from the calculation:
LUMO: -3.16 eV
HOMO level: -14.5 eV
Gap between HOMO and LUMO: 0.417 Eh
Charge: +1
Molecular weight: 106.1 Da

The structure with the least stability is run w.

Run w
Here is 2 unconnected molecules or ions with the total composition C4H12NO2 from the OMol25 dataset. Energies are from wB97M-V/def2-TZVPD.

```
19
C4H12NO2, DFT wB97M-V/def2-TZVPD
O -0.44674 -1.80059 -1.78476
C -0.54976 -2.15140 -0.64662
C -0.14548 -1.04247 0.46807
N -0.07833 0.27696 -0.32870
C -1.49034 0.78306 -0.67275
C 1.17291 -1.20341 1.21332
H -0.51005 -3.19938 -0.28284
H -1.02208 -0.97308 1.16659
H 0.50816 1.05324 0.01717
H 0.18170 -0.04344 -1.27560
H -2.16653 0.03323 -1.02212
H -1.32353 1.69183 -1.22673
H -1.86181 1.19462 0.29112
H 2.03180 -1.56632 0.65810
H 1.04853 -2.06253 1.97557
H 1.31425 -0.27203 1.76071
H 1.65226 3.11245 -0.69577
H 0.55310 3.43046 0.36147
O 1.13194 2.73882 0.02378
```

Values from the calculation:
LUMO: -3.54 eV
HOMO level: -14.7 eV
Gap between HOMO and LUMO: 0.410 Eh
Charge: +1
Molecular weight: 106.1 Da

Run x
Here is 3 unconnected molecules or ions with the total composition C4H12NO2 from the OMol25 dataset. Energies are from wB97M-V/def2-TZVPD.

```
19
C4H12NO2, DFT wB97M-V/def2-TZVPD
C 1.57731 0.31618 1.73779
C 0.59145 -0.01165 0.65028
C -0.71695 0.06716 0.63014
C 1.56860 0.31320 -1.55323
N 1.26184 -0.43822 -0.58470
H 2.22586 -0.52364 1.98019
H 1.00389 0.65283 2.60777
H 2.14114 1.19451 1.42493
H -1.30340 -0.14920 -0.24001
H -1.23788 0.32134 1.54134
H 2.15652 -0.11092 -2.36044
H 1.21101 1.33518 -1.56883
H 1.68350 -1.36756 -0.59047
H -3.76950 2.14000 -0.44473
H -2.61019 2.93049 0.09485
O -2.89713 2.02013 -0.04224
H -1.21377 -2.89305 -1.83586
H -0.91051 -3.24922 -0.39757
O -0.76178 -2.54758 -1.04920
```

Values from the calculation:
LUMO: -4.51 eV
HOMO level: -14.2 eV
Gap between HOMO and LUMO: 0.358 Eh
Charge: +1
Molecular weight: 106.1 Da

Run y
Here is 3 unconnected molecules or ions with the total composition C4H12NO2 from the OMol25 dataset. Energies are from wB97M-V/def2-TZVPD.

```
19
C4H12NO2, DFT wB97M-V/def2-TZVPD
C 1.40581 0.69277 1.95814
C 0.35659 0.06190 1.07941
C -0.78606 -0.45960 1.50668
C 0.18304 0.96763 -1.20624
N 0.57959 0.12715 -0.33986
H 2.16576 -0.02634 2.26755
H 1.83453 1.58265 1.50578
H 0.86839 0.91499 2.88312
H -1.66887 -0.82914 0.99883
H -1.12393 -0.31249 2.53200
H 0.53911 0.74396 -2.20002
H -0.42282 1.81488 -0.92768
H 1.26756 -0.59036 -0.60962
H -4.06569 1.82736 -2.07289
H -3.10441 2.55563 -1.12625
O -3.16047 1.81880 -1.76295
H 1.91767 -3.57141 -1.37928
H 2.11364 -3.20411 0.15889
O 1.70331 -2.95362 -0.68653
```

Values from the calculation:
LUMO: -4.61 eV
HOMO level: -14.4 eV
Gap between HOMO and LUMO: 0.361 Eh
Charge: +1
Molecular weight: 106.1 Da

Run z
Here is 2 unconnected molecules or ions with the total composition C4H12NO2 from the OMol25 dataset. Energies are from wB97M-V/def2-TZVPD.

```
19
C4H12NO2, DFT wB97M-V/def2-TZVPD
C 2.30968 0.91440 0.17951
C 1.52209 -0.10176 -0.48764
C -1.34632 -0.67377 -0.59473
C -0.47243 0.17046 0.26128
N -2.81425 -0.01770 -0.54766
O -0.31492 -0.14214 1.59728
O -0.74652 1.56812 0.12633
H 1.97062 1.10626 1.18394
H 2.28232 1.83249 -0.25675
H 3.33470 0.57000 0.23490
H 1.36632 -0.01677 -1.55653
H 1.71088 -1.02053 -0.12843
H -1.14656 -0.44992 -1.59961
H -1.37863 -1.71062 -0.43407
H -3.23588 -0.16784 0.42348
H -3.35403 -0.28714 -1.38720
H -2.68800 0.99669 -0.65293
H 0.62579 -0.26381 1.81309
H 0.00138 2.02268 0.54318
```

Values from the calculation:
LUMO: -3.61 eV
HOMO level: -12.8 eV
Gap between HOMO and LUMO: 0.337 Eh
Charge: +1
Molecular weight: 106.1 Da

The structure with the least stability is run z.